Density functional theory data (ωB97M-V/def2-TZVPD) for a molecular structure, C3H6N2O.

The value obtained for the LUMO energy is 0.50 eV. As for the energy: -8232.5250 eV. The calculation puts the HOMO-LUMO gap at 0.331 Ha. As for the net charge: 0.

The geometry in XYZ format:
```
12
C3H6N2O | the Open Molecules 2025 dataset | ωB97M-V/def2-TZVPD
N 0.8471 -0.1671 -1.4905
C -0.9679 -0.1040 -0.1120
N -1.0857 1.2300 0.1524
C 0.9058 -0.8248 -0.3360
C 0.7064 -0.5645 1.0386
O -1.8276 -0.8836 -0.3472
H 0.8737 0.8544 -1.4391
H -1.8140 1.6825 -0.3817
H -0.2335 1.7570 0.2458
H 1.0298 -1.9008 -0.5106
H 1.0949 0.3293 1.5108
H 0.4709 -1.4084 1.6695
```


Density functional theory data (ωB97M-V/def2-TZVPD) for a molecular structure, C3H6N2O.

The value obtained for the LUMO energy (alpha / beta) is 0.52 / 0.52 eV. As for the energy: -8228.9391 eV. The calculation puts the HOMO-LUMO gap (alpha / beta) at 0.277 / 0.277 Ha. As for the net charge: 0.

The geometry in XYZ format:
```
12
C3H6N2O | the Open Molecules 2025 dataset | ωB97M-V/def2-TZVPD
C -0.2046 0.2526 -0.4380
N 0.1259 0.6235 1.8902
C 0.7729 -0.7601 -0.2627
C -1.1209 0.2912 -1.4762
O -0.4771 1.0926 0.6571
N 1.5387 -1.6945 -0.5108
H 0.6331 1.4361 2.2316
H -0.6678 0.4882 2.5130
H 1.4142 -2.4903 0.1213
H 1.0101 0.3726 -1.0173
H -0.8584 -0.0254 -2.4713
H -2.1660 0.4134 -1.2369
```


Density functional theory data (ωB97M-V/def2-TZVPD) for a single C3H6N2O molecule.

The value obtained for the LUMO energy is 0.94 eV. As for the energy: -8235.2556 eV. The calculation puts the HOMO-LUMO gap at 0.390 Ha. As for the net charge: 0. As for the structure (SMILES): NC(=O)[C@H]1CN1.

The geometry in XYZ format:
```
12
C3H6N2O | the Open Molecules 2025 dataset | ωB97M-V/def2-TZVPD
N 1.7665 0.2689 -0.5180
C 0.9560 0.6891 0.5024
O 1.3723 1.2500 1.5028
C -0.5193 0.3936 0.3569
C -1.2285 -0.4212 -0.6748
N -0.8463 -1.0127 0.5816
H 2.7458 0.2497 -0.2793
H 1.4674 -0.4286 -1.1856
H -1.1276 1.1479 0.8546
H -0.7166 -0.8589 -1.5280
H -2.2711 -0.1565 -0.8614
H -1.5984 -1.1213 1.2489
```


Density functional theory data (ωB97M-V/def2-TZVPD) for a molecular structure, C3H6N2O.

The value obtained for the LUMO energy is 0.38 eV. As for the energy: -8231.3410 eV. The calculation puts the HOMO-LUMO gap at 0.313 Ha. As for the net charge: 0.

The geometry in XYZ format:
```
12
C3H6N2O | the Open Molecules 2025 dataset | ωB97M-V/def2-TZVPD
C -1.5656 0.7854 0.9722
C -0.0775 0.0981 -0.1237
N -0.9639 0.7545 -0.8080
N 1.0195 -0.4846 -0.7313
C 1.9665 -1.1744 -0.0039
O 2.9312 -1.7219 -0.4827
H -2.2078 1.6450 0.7791
H -0.9423 0.9607 1.8454
H -2.1326 -0.1346 1.0613
H -0.9135 0.8710 -1.8381
H 1.1559 -0.4402 -1.7441
H 1.7300 -1.1589 1.0738
```


Density functional theory data (ωB97M-V/def2-TZVPD) for a single C3H6N2O molecule.

The value obtained for the LUMO energy is 0.57 eV. As for the energy: -8232.9635 eV. The calculation puts the HOMO-LUMO gap at 0.316 Ha. As for the net charge: 0.

The geometry in XYZ format:
```
12
C3H6N2O | the Open Molecules 2025 dataset | ωB97M-V/def2-TZVPD
N 1.9742 0.4054 -0.2051
C 0.8310 -0.3195 -0.3345
O 0.6918 -1.2552 -1.0897
N -0.2258 0.1529 0.4845
C -1.5489 -0.5014 0.4443
C -1.6573 0.8249 -0.2087
H 2.1130 1.0980 0.5108
H 2.7606 0.1294 -0.7704
H -1.4672 -1.4242 -0.1323
H -1.9712 -0.6617 1.4381
H -1.4406 0.6533 -1.2762
H -0.0596 0.8980 1.1391
```


Density functional theory data (ωB97M-V/def2-TZVPD) for a molecular structure, C3H6N2O.

The value obtained for the LUMO energy is 0.49 eV. As for the energy: -8232.7295 eV. The calculation puts the HOMO-LUMO gap at 0.373 Ha. As for the net charge: 0.

The geometry in XYZ format:
```
12
C3H6N2O | the Open Molecules 2025 dataset | ωB97M-V/def2-TZVPD
C -1.4968 0.0099 0.0367
C 0.7552 1.2552 -0.1273
C 0.6198 -1.2507 -0.0064
H -1.9610 -0.1931 1.3753
H -1.9968 1.0678 -0.4470
H -1.8984 -1.0180 -0.6997
H 0.0329 2.0621 -0.2572
H 2.3627 0.2347 0.0476
H -0.1686 -2.0232 0.3017
N -0.0778 0.0196 -0.2445
N 1.9986 1.2379 0.1221
O 1.8302 -1.4023 -0.1013
```


Density functional theory data (ωB97M-V/def2-TZVPD) for a gas-phase ion, C3H6N2O2 (charge -1).

As for the spin multiplicity: 2. The value obtained for the LUMO energy (alpha / beta) is 4.28 / 4.13 eV. As for the energy: -10282.7635 eV. The calculation puts the HOMO-LUMO gap (alpha / beta) at 0.153 / 0.315 Ha. As for the net charge: -1.

The geometry in XYZ format:
```
13
C3H6N2O2 | the Open Molecules 2025 dataset | ωB97M-V/def2-TZVPD
O 2.0394 0.9804 0.2858
C 0.9956 0.2762 0.1583
N 0.8369 -0.3111 -1.1588
C -0.0710 -1.3003 -1.4804
O -0.0431 -1.8838 -2.5608
C -0.0727 0.1919 1.1728
N -1.1603 1.1932 1.0016
H 1.6902 -0.0870 -1.6595
H -0.8227 -1.3651 -0.6700
H -0.5627 -0.8150 1.2538
H 0.3279 0.4262 2.1608
H -2.0830 0.9590 1.3391
H -1.0743 1.7354 0.1572
```


Density functional theory data (ωB97M-V/def2-TZVPD) for 2 unconnected molecules or ions with the total composition C3H6N2O2.

The value obtained for the LUMO energy is -0.02 eV. As for the energy: -10277.0596 eV. The calculation puts the HOMO-LUMO gap at 0.301 Ha. As for the net charge: 0.

The geometry in XYZ format:
```
13
C3H6N2O2 | the Open Molecules 2025 dataset | ωB97M-V/def2-TZVPD
C 0.6054 -1.0040 1.8878
C 1.1524 -0.6780 0.7916
C 0.0319 0.5043 -0.6386
N -0.9137 -0.2028 -2.5828
N -0.5276 1.6403 0.0930
O -1.6217 -0.9674 -3.1072
O -0.9743 -0.2676 -1.1436
H 1.0515 -1.7504 2.5745
H -0.5513 -0.9815 2.0772
H 2.1013 -0.6997 0.2509
H 0.7624 0.8439 -1.4715
H 0.1944 2.2263 0.6133
H -1.3108 1.3366 0.6554
```


Density functional theory data (ωB97M-V/def2-TZVPD) for 2 unconnected molecules or ions with the total composition C3H6N2O2.

The value obtained for the LUMO energy is 0.75 eV. As for the energy: -10279.3487 eV. The calculation puts the HOMO-LUMO gap at 0.317 Ha. As for the net charge: 0. As for the structure (SMILES): C#[N+][O-].C=C(N)O.

The geometry in XYZ format:
```
13
C3H6N2O2 | the Open Molecules 2025 dataset | ωB97M-V/def2-TZVPD
C 2.4859 -0.4831 0.3881
N 2.2080 0.3719 -0.3496
O 1.8014 1.3323 -0.9130
H 2.9110 -1.4569 0.5381
C -0.8778 -0.5199 1.1161
C -1.2241 0.0320 -0.0799
N -0.8970 1.3252 -0.4600
O -1.7908 -0.6059 -1.1216
H -1.0389 -1.5477 1.2175
H -0.5238 0.0567 1.8983
H -0.1620 1.6490 0.0976
H -0.6855 1.2938 -1.5394
H -2.2064 -1.4473 -0.7922
```


Density functional theory data (ωB97M-V/def2-TZVPD) for a single C3H6N2O2 molecule.

The value obtained for the LUMO energy is 0.69 eV. As for the energy: -10283.4748 eV. The calculation puts the HOMO-LUMO gap at 0.372 Ha. As for the net charge: 0. As for the structure (SMILES): NCC(=O)NC=O.

The geometry in XYZ format:
```
13
C3H6N2O2 | the Open Molecules 2025 dataset | ωB97M-V/def2-TZVPD
N 1.7037 1.0945 1.1214
C 1.5144 0.1177 0.0770
C 0.2683 0.5051 -0.6993
O 0.2600 1.3874 -1.5200
N -0.8837 -0.2117 -0.4160
C -1.1354 -1.1470 0.5642
O -2.0920 -1.8723 0.5089
H 2.3376 0.9210 1.8749
H 1.3185 2.0146 1.0403
H 1.4729 -0.9013 0.4672
H 2.3489 0.1045 -0.6167
H -1.6067 -0.1869 -1.1298
H -0.4294 -1.1177 1.4045
```


Density functional theory data (ωB97M-V/def2-TZVPD) for 2 unconnected molecules or ions with the total composition C3H6N2O2.

The value obtained for the LUMO energy is -0.89 eV. As for the energy: -10279.5526 eV. The calculation puts the HOMO-LUMO gap at 0.291 Ha. As for the net charge: 0. As for the structure (SMILES): C=NC=O.NC=O.

The geometry in XYZ format:
```
13
C3H6N2O2 | the Open Molecules 2025 dataset | ωB97M-V/def2-TZVPD
C -0.9555 1.4177 0.4079
N -0.0182 1.0782 -0.3771
C 1.4295 1.1649 -0.0645
O 1.9149 1.6301 0.9414
H -1.2624 2.4631 0.4955
H -1.5258 0.6679 0.9623
H 1.9914 1.0102 -0.9978
N -0.8529 -1.7547 0.1980
C 0.0560 -1.0442 -0.5907
O 1.3035 -1.0273 -0.2412
H -1.3666 -2.5129 -0.2275
H -0.5358 -1.8954 1.1502
H -0.1780 -1.1974 -1.6567
```


Density functional theory data (ωB97M-V/def2-TZVPD) for a molecular structure, C3H6N2O2.

The value obtained for the LUMO energy is 0.34 eV. As for the energy: -10279.8018 eV. The calculation puts the HOMO-LUMO gap at 0.361 Ha. As for the net charge: 0.

The geometry in XYZ format:
```
13
C3H6N2O2 | the Open Molecules 2025 dataset | ωB97M-V/def2-TZVPD
C -2.1194 0.6496 -0.4801
C -1.9718 0.5239 0.9439
C 1.6954 -0.4611 -1.0613
N 0.3789 -0.1480 -0.5254
N -0.4977 0.1749 -1.3459
O -3.0201 0.8853 -1.1995
O -0.4661 0.2620 -2.5736
H -0.9476 0.6394 1.2089
H -2.2980 -0.4044 1.3799
H -2.6504 1.1722 1.5420
H 1.5442 -0.9510 -2.0316
H 2.2772 -0.9702 -0.2861
H 2.3506 0.4512 -1.2635
```


Sequential F_max output: 3.625 1.631 0.765 0.632 0.485 4.609 2.750 6.833 3.804 0.815 5.634 2.894 eV/Å
Sequential energy above the lowest of the compared OMol25 structures with the same formula, charge and spin output: 96.25 178.94 33.28 123.55 86.14 91.53 10.75 178.44 125.65 30.50 120.95 115.20 kcal/mol